Density functional theory data (wB97M-V/def2-TZVPD) for 13 unconnected molecules or ions with the total composition C13H52N14O13 in a non-equilibrium geometry.

Results
Largest force on an atom ... 2.72 eV/A
Energy above the lowest of the compared OMol25 structures with the same formula, charge and spin ... 419.7 kJ/mol
HOMO level ... -8.91 eV
LUMO ... -0.14 eV
HOMO-LUMO gap ... 8.77 eV

Geometry (Å):
C -2.4953 3.5379 1.0914
O -2.4060 4.5948 2.0529
H -1.5061 3.2265 0.7732
H -3.0276 2.7098 1.5693
H -3.1683 3.7716 0.2687
H -1.7745 4.2969 2.7135
C 3.0174 -0.2664 3.7673
O 2.9138 0.4840 2.5649
H 2.1373 -0.8442 4.0607
H 3.8484 -0.9673 3.6394
H 3.1868 0.3108 4.6866
H 3.7122 1.0211 2.6142
C -0.2975 2.0876 4.7132
O -0.5420 1.6719 3.3838
H -0.0475 1.2184 5.3297
H 0.5853 2.7295 4.7442
H -1.0795 2.6690 5.2091
H -1.2455 1.0023 3.4343
C -0.2266 -3.8215 -0.6736
O 0.1400 -5.0301 -0.0588
H -0.1489 -3.8047 -1.7527
H -1.2408 -3.4643 -0.4640
H 0.3994 -2.9964 -0.3144
H -0.2682 -5.1332 0.8010
C 1.5581 3.7819 0.9341
O 1.6820 4.6393 -0.1813
H 2.3847 3.8716 1.6420
H 0.6336 4.0105 1.4622
H 1.4391 2.7243 0.6861
H 2.5609 4.5791 -0.5664
C -1.7550 -1.5151 3.0593
O -2.5474 -0.3999 3.5143
H -0.8300 -1.4573 3.6497
H -2.2365 -2.4880 3.0557
H -1.3774 -1.2363 2.0727
H -3.0999 -0.7248 4.2340
C 1.5281 -2.6537 -4.2800
O 0.5812 -1.8834 -4.1834
N 1.6995 -3.8009 -3.5375
N 2.6743 -2.4367 -4.9901
H 0.8742 -4.2669 -3.2131
H 2.5801 -4.2670 -3.5821
H 3.4826 -3.0170 -4.9716
H 2.6090 -1.5919 -5.5367
C -0.4624 0.2140 -0.1193
O -1.6201 0.6605 -0.0512
N 0.0620 -0.3383 -1.2216
N 0.4795 0.4205 0.8523
H 0.9638 -0.7896 -1.1479
H -0.6319 -0.4860 -1.9439
H 0.1280 0.9328 1.6541
H 1.4516 0.1807 0.7605
C -5.4887 0.9266 0.7863
O -6.6527 1.2203 0.5348
N -4.5174 0.8342 -0.1496
N -5.0732 0.6055 2.0573
H -3.5088 0.8195 -0.0478
H -4.7410 1.1201 -1.0896
H -5.6612 0.9294 2.8011
H -4.1167 0.3364 2.2073
C 0.1559 2.8413 -3.3111
O 0.1256 2.7131 -4.5375
N 1.2229 3.3782 -2.6710
N -0.8365 2.5111 -2.4374
H 1.9722 3.7550 -3.2214
H 1.3276 3.4211 -1.6667
H -0.6515 2.5882 -1.4579
H -1.7273 2.2703 -2.8251
C 3.3485 0.3369 -1.8870
O 3.2094 -0.5673 -1.0659
N 4.2282 1.3963 -1.7575
N 2.6658 0.4054 -3.0503
H 4.2971 2.0039 -2.5501
H 4.9441 1.4166 -1.0587
H 1.8680 -0.2081 -3.1334
H 2.8175 1.1755 -3.6704
C 2.5805 -3.5691 3.0392
O 3.7476 -3.4863 3.4050
N 2.1098 -2.9716 1.9021
N 1.6725 -4.4026 3.6526
H 1.1576 -3.2175 1.7048
H 2.4769 -2.0969 1.5692
H 1.9055 -4.5763 4.6135
H 0.8218 -4.6815 3.2137
C -3.1608 -1.1416 -3.9408
O -4.3676 -1.2091 -3.8004
N -2.4993 0.0234 -4.2783
N -2.3157 -2.2079 -3.8254
H -1.5389 0.0491 -4.5664
H -3.0276 0.8688 -4.1749
H -2.7349 -3.0944 -3.6067
H -1.3132 -2.1820 -3.9105

Density functional theory data (wB97M-V/def2-TZVPD) for a single C13H16N2O4 molecule in a non-equilibrium geometry.

Results
Largest force on an atom ... 1.01 eV/A
Energy above the lowest of the compared OMol25 structures with the same formula, charge and spin ... 386.8 kJ/mol
HOMO level ... -9.00 eV
SMILES ... CCOc1ccccc1[C@H]1NC(=O)CC[C@@H]1[N+](=O)[O-]
LUMO ... 0.19 eV
HOMO-LUMO gap ... 9.20 eV

Geometry (Å):
C -0.7767 2.2059 -3.4685
C -0.9288 0.7102 -3.2158
O -0.6565 0.3550 -1.8720
C 0.6248 0.3409 -1.4082
C 1.7579 0.4633 -2.2022
C 3.0183 0.4053 -1.6334
C 3.1600 0.2301 -0.2718
C 2.0329 0.1094 0.5257
C 0.7618 0.1646 -0.0180
C -0.5275 0.0356 0.7799
N -1.1911 -1.2056 0.4234
C -1.4360 -2.3085 1.1623
O -1.9217 -3.3002 0.6597
C -1.1261 -2.2075 2.6413
C -0.0428 -1.1825 2.9534
C -0.3569 0.1536 2.2945
N -1.5893 0.7624 2.8922
O -1.9803 0.3259 3.9438
O -2.0838 1.6862 2.2943
H -1.4277 2.7610 -2.7978
H 0.2476 2.5287 -3.2986
H -1.0526 2.4318 -4.4946
H -0.3063 0.1269 -3.9043
H -1.9709 0.4126 -3.3612
H 1.6725 0.5982 -3.2683
H 3.8889 0.4991 -2.2645
H 4.1409 0.1865 0.1748
H 2.1705 -0.0240 1.5870
H -1.1788 0.8618 0.4494
H -1.4156 -1.2805 -0.5597
H -2.0553 -1.9464 3.1550
H -0.8350 -3.1971 2.9940
H 0.0419 -1.0537 4.0340
H 0.9144 -1.5410 2.5727
H 0.4271 0.8918 2.5015